Computed, not measured: a 2-piece molecular cluster, C3H9N2 overall in a non-equilibrium geometry, with ωB97M-V/def2-TZVPD.

Structure (XYZ):
```
14
Properties=species:S:1:pos:R:3
C 1.45 -1.57 1.62
N 1.09 -0.81 0.67
H 2.40 -2.06 1.83
H 0.71 -1.78 2.38
H -1.83 0.55 0.92
H 1.80 -0.73 -0.06
C -0.03 1.23 -1.68
C -1.11 1.27 -0.92
N -1.35 0.20 0.09
H 0.91 0.82 -1.31
H 0.12 1.58 -2.70
H -1.91 1.98 -1.03
H -0.35 -0.14 0.57
H -1.90 -0.52 -0.37
```

## Properties
E_LUMO   -0.124 Eh
F_max   2.8 eV Å⁻¹
Total charge   +1
HOMO   -14.599 eV

And the Löwdin charges, in e, turn out to be: atom 1 (C): -0.01, atom 2 (N): 0.02, atom 3 (H): 0.10, atom 4 (H): 0.08, atom 5 (H): 0.15, atom 6 (H): 0.08, atom 7 (C): 0.06, atom 8 (C): -0.14, atom 9 (N): 0.12, atom 10 (H): 0.06, atom 11 (H): 0.09, atom 12 (H): 0.12, atom 13 (H): 0.12, atom 14 (H): 0.16

---

Computed, not measured: a 2-piece molecular cluster, C3H9N2O overall in a non-equilibrium geometry, with ωB97M-V/def2-TZVPD.

Structure (XYZ):
```
15
Properties=species:S:1:pos:R:3
C -0.73 1.11 0.36
C -0.43 -0.77 -1.35
C -0.03 0.56 -0.80
N 2.08 -0.57 1.52
N 2.29 -0.65 0.19
O 1.91 -1.72 -0.34
H -1.60 0.35 0.56
H -0.23 1.32 1.38
H -1.35 2.16 0.29
H -1.42 -0.96 -1.08
H 0.14 -1.64 -0.85
H -0.32 -0.82 -2.39
H 0.54 1.15 -1.39
H 1.25 -1.09 1.89
H 1.99 0.50 1.81
```

## Properties
E_LUMO (alpha / beta)   0.164 / 0.164 Eh
F_max   3.9 eV Å⁻¹
Total charge   -1
HOMO (alpha / beta)   -1.522 / -0.550 eV

And the Löwdin charges, in e, turn out to be: atom 1 (C): -0.26, atom 2 (C): -0.20, atom 3 (C): -0.32, atom 4 (N): -0.09, atom 5 (N): -0.28, atom 6 (O): -0.28, atom 7 (H): 0.07, atom 8 (H): 0.02, atom 9 (H): 0.07, atom 10 (H): 0.02, atom 11 (H): 0.05, atom 12 (H): 0.03, atom 13 (H): 0.00, atom 14 (H): 0.07, atom 15 (H): 0.09

---

Computed, not measured: an isolated ion of composition C3H9N2O and charge -1 in a non-equilibrium geometry, with ωB97M-V/def2-TZVPD.

Structure (XYZ):
```
15
Properties=species:S:1:pos:R:3
N -1.87 -1.15 -0.18
C -0.49 -1.23 0.53
C 0.13 0.20 0.89
N 0.03 1.03 -0.39
C 1.47 1.03 -1.01
O 2.38 1.44 -0.28
H -2.67 -1.16 0.38
H -1.83 -0.26 -0.65
H 0.12 -1.78 -0.14
H -0.79 -1.83 1.40
H 1.12 -0.25 1.18
H -0.41 0.48 1.79
H -0.13 1.99 -0.20
H 1.79 -0.01 -1.33
H 1.14 1.51 -1.98
```

## Properties
E_LUMO   0.159 Eh
SMILES   NCCNC[O-]
F_max   4.8 eV Å⁻¹
Total charge   -1
HOMO   -2.452 eV

And the Löwdin charges, in e, turn out to be: atom 1 (N): -0.05, atom 2 (C): -0.25, atom 3 (C): -0.23, atom 4 (N): -0.06, atom 5 (C): -0.68, atom 6 (O): -0.25, atom 7 (H): -0.01, atom 8 (H): 0.01, atom 9 (H): 0.06, atom 10 (H): 0.08, atom 11 (H): 0.10, atom 12 (H): 0.08, atom 13 (H): 0.04, atom 14 (H): 0.08, atom 15 (H): 0.06